# 1
Entry from OMol25: a cluster of 2 separate species, C4H11N2 in total (ωB97M-V with the def2-TZVPD basis set).

Calculated values
HOMO energy   -14.490 eV
Total charge   +1
Gap between HOMO and LUMO   9.658 eV
DFT total energy   -268.19338 hartree
Molecular weight   87.15 g/mol

Element x y z (Å)
1 C 2.1308 0.3741 0.2516
2 C 0.6877 0.9777 0.2091
3 C 2.6119 -0.7276 -0.2951
4 C -1.6602 1.5840 -0.0855
5 N -0.5824 0.6320 0.0437
6 N -1.3568 -2.0092 0.1166
7 H 2.7386 0.9596 0.8915
8 H 0.8453 2.1468 0.0994
9 H -0.9186 -0.3110 0.4028
10 H 2.0171 -1.3991 -1.0057
11 H 3.7692 -0.8260 -0.3075
12 H -2.5304 1.1618 0.5740
13 H -1.2147 2.6194 -0.0596
14 H -2.1700 1.5130 -1.0662
15 H -2.0699 -1.8032 -0.5532
16 H -1.7033 -2.3092 1.0027
17 H -0.5943 -2.5831 -0.2186

Force components x, y, z for each atom (eV/Å):
C -3.3 -0.3 0.9
C 0.1 2.2 -1.8
C 1.2 -0.9 -2.2
C -1.6 0.0 -0.3
N 3.0 -0.2 1.9
N 0.8 0.9 0.5
H 0.6 0.8 0.2
H -0.5 -2.3 0.3
H 0.7 -0.4 -1.3
H 0.9 1.0 1.3
H -2.3 -0.2 0.3
H 1.8 1.8 -0.4
H -1.1 -0.9 0.8
H 0.7 -0.2 0.1
H -0.3 -0.6 -0.3
H -0.4 -0.6 0.2
H -0.4 -0.1 -0.1

natural (NBO) population analysis, charges in e, atoms 1 to 8: C -0.29; C 0.26; C -0.27; C -0.45; N -0.46; N -1.10; H 0.24; H 0.21

=====

# 2
Entry from OMol25: a cluster of 4 separate species, C3H15NO3 in total (ωB97M-V with the def2-TZVPD basis set).

Calculated values
HOMO energy   -9.136 eV
Total charge   0
Gap between HOMO and LUMO   9.846 eV
DFT total energy   -403.71574 hartree
Molecular weight   113.16 g/mol

Element x y z (Å)
1 C -1.7934 1.2882 0.0248
2 C -0.4773 1.4905 -0.7915
3 N 0.5851 2.1256 0.0361
4 C 1.9593 2.1866 -0.4869
5 H -1.7609 0.6150 0.9320
6 H -2.1448 2.3129 0.3269
7 H -2.5709 1.1027 -0.7533
8 H -0.0695 0.4723 -1.0583
9 H -0.6910 1.9846 -1.7674
10 H 0.2459 3.0993 0.2227
11 H 2.6687 2.7135 0.0966
12 H 2.1403 2.5553 -1.5419
13 H 2.2880 1.0959 -0.5268
14 H -1.3247 -2.0548 -1.8606
15 H -1.2526 -2.5474 -0.5683
16 O -1.6294 -1.7208 -1.0114
17 H 1.2215 -0.7616 1.8790
18 H 1.1471 0.3656 0.7906
19 O 0.8253 -0.5884 1.0561
20 H -0.1840 -4.2441 1.3303
21 H 0.4826 -2.9269 1.5453
22 O 0.5012 -3.7473 0.9830

Force components x, y, z for each atom (eV/Å):
C -0.2 1.7 -0.7
C 0.8 -1.8 0.4
N -0.7 2.2 -0.1
C -0.4 -2.5 -2.2
H 0.1 0.6 -1.5
H 0.5 -0.7 0.3
H 0.4 -0.9 0.9
H -0.5 0.9 0.2
H 0.2 0.1 0.7
H 0.5 -1.2 0.1
H 0.2 0.6 1.1
H -0.7 -0.2 0.8
H 0.0 1.3 -0.1
H -0.3 0.8 -0.9
H -0.7 1.8 0.4
O 1.1 -2.6 0.5
H 0.9 -0.1 1.7
H -1.3 -2.3 1.0
O 0.2 2.4 -2.2
H -2.1 -1.8 1.1
H 0.2 -1.0 -1.1
O 1.8 2.8 -0.1

natural (NBO) population analysis, charges in e, atoms 1 to 8: C -0.62; C -0.23; N -0.66; C -0.42; H 0.24; H 0.19; H 0.22; H 0.21

=====

# 3
Entry from OMol25: a cluster of 2 separate species, C3H10NOS in total (ωB97M-V with the def2-TZVPD basis set).

Calculated values
HOMO energy   -2.594 eV
Total charge   -1
Gap between HOMO and LUMO   6.140 eV
DFT total energy   -648.42054 hartree
Molecular weight   108.19 g/mol

Element x y z (Å)
1 C 2.0159 1.4788 -0.0524
2 C 1.8261 0.3306 1.0630
3 S 2.6253 -1.2932 0.5795
4 H 2.7742 2.1925 0.2284
5 H 1.9752 0.8776 -1.1059
6 H 1.0574 1.9582 -0.1384
7 H 0.7858 0.0808 1.3812
8 H 2.3794 0.6694 1.9808
9 H 1.4547 -1.7433 0.1671
10 N -3.0682 -0.3310 -0.0770
11 C -1.9653 -0.8632 -0.9784
12 O -0.6498 -0.6976 -0.5476
13 H -3.4856 0.4968 -0.3840
14 H -3.2583 -0.5792 0.8049
15 H -2.2786 -0.5933 -2.0576
16 H -2.1881 -1.9838 -0.8634

Force components x, y, z for each atom (eV/Å):
C -2.1 -3.7 -1.1
C 1.2 0.8 0.3
S -0.1 1.0 0.6
H 0.6 -0.1 -0.5
H 1.0 1.7 2.4
H -0.4 0.6 0.3
H 0.7 0.4 -0.9
H -0.4 -0.4 -0.7
H -0.6 -0.4 -0.5
N 1.2 0.7 -4.9
C 1.0 -2.3 2.1
O -1.9 0.7 -1.1
H -0.5 1.4 -0.1
H -0.1 -1.3 3.6
H 0.5 0.2 1.3
H 0.1 0.7 -0.8

natural (NBO) population analysis, charges in e, atoms 1 to 8: C -0.66; C -0.49; S -0.17; H 0.19; H 0.24; H 0.22; H 0.27; H 0.18

=====

# 4
Entry from OMol25: a structure of composition C36H55BN12PPm (ωB97M-V with the def2-TZVPD basis set).

Calculated values
HOMO energy (spin up / spin down)   -13.206 / -13.211 eV
Expectation value of S²   6.00
Total charge   +2
Spin multiplicity   5
Gap between HOMO and LUMO (spin up / spin down)   7.972 / 8.003 eV
DFT total energy   -3036.15834 hartree
Molecular weight   842.71 g/mol

Element x y z (Å)
1 Pm 12.8220 11.6101 10.9936
2 C 9.4836 11.3462 16.0126
3 N 10.4912 10.9290 15.0672
4 C 11.3517 9.8552 15.2581
5 C 12.1311 9.8294 14.1612
6 N 11.8200 10.8412 13.2748
7 C 10.8224 11.5761 13.8975
8 P 10.2020 13.1358 13.1910
9 C 11.6447 14.2040 12.9084
10 N 12.7469 13.9286 12.1135
11 C 13.5762 15.0444 12.2624
12 C 13.0216 15.9725 13.0480
13 N 11.8086 15.4165 13.4879
14 C 10.9272 16.1230 14.3907
15 C 9.5183 12.6294 11.5820
16 N 10.3184 12.1812 10.5428
17 C 9.4519 12.0366 9.4657
18 C 8.1919 12.3678 9.8009
19 N 8.2294 12.7482 11.1409
20 C 7.0680 13.1993 11.8833
21 H 9.6761 10.8588 16.9853
22 H 8.4680 11.0476 15.6814
23 H 9.5435 12.4349 16.1891
24 H 11.2988 9.2341 16.1416
25 H 12.9029 9.1251 13.9464
26 H 14.5252 15.1151 11.7283
27 H 13.3434 16.9783 13.3648
28 H 11.3752 17.0461 14.7529
29 H 10.6799 15.5188 15.2878
30 H 9.9726 16.3682 13.8668
31 H 9.8123 11.6955 8.5088
32 H 7.2573 12.3680 9.2246
33 H 6.2420 13.4009 11.1866
34 H 7.3057 14.1357 12.4458
35 H 6.7487 12.4281 12.6046
36 C 15.0619 7.4330 7.6981
37 C 14.0477 8.0722 8.6033
38 C 12.8781 7.3830 8.9112
39 C 12.1370 8.1572 9.7827
40 N 12.7588 9.3683 9.9513
41 N 13.9859 9.2926 9.2051
42 B 15.1371 10.4160 9.1492
43 N 15.9108 10.7052 10.5296
44 N 15.2780 11.1879 11.7102
45 C 16.2451 11.2329 12.6980
46 C 17.4363 10.7780 12.1409
47 C 17.2174 10.4512 10.7883
48 C 18.3107 9.8831 9.9464
49 C 16.1868 11.7763 14.1716
50 C 14.8074 12.2479 14.5657
51 C 17.2072 13.0159 14.2850
52 C 16.6474 10.6422 15.1232
53 N 14.6321 11.8149 8.4193
54 N 13.5809 12.7055 8.8812
55 C 13.4464 13.6709 7.9101
56 C 14.3385 13.3950 6.9119
57 C 15.1070 12.2589 7.2325
58 C 16.1616 11.6979 6.3062
59 C 12.5303 14.9094 7.8154
60 C 11.7166 14.8063 6.5079
61 C 13.4876 16.1631 7.6616
62 C 11.5640 15.0517 9.0021
63 C 10.7596 7.6861 10.3253
64 C 10.8175 7.5599 11.8502
65 C 9.5928 8.6156 9.8924
66 C 10.4492 6.2587 9.7590
67 H 14.7475 6.3773 7.5337
68 H 16.0625 7.4375 8.1781
69 H 15.1348 7.9698 6.7173
70 H 12.5860 6.4118 8.5596
71 H 15.9890 9.9494 8.4505
72 H 18.3759 10.6451 12.6638
73 H 19.2101 9.9274 10.5931
74 H 18.4510 10.4501 8.9871
75 H 18.1163 8.8042 9.7091
76 H 14.4254 13.0693 13.9495
77 H 14.8274 12.6235 15.6188
78 H 14.0550 11.4503 14.4999
79 H 17.0010 13.7636 13.4839
80 H 18.2762 12.6834 14.2094
81 H 17.0725 13.5585 15.2467
82 H 16.0314 9.7066 15.0121
83 H 16.5339 10.9969 16.1592
84 H 17.7118 10.4096 14.9581
85 H 14.4202 13.9600 5.9897
86 H 16.2792 12.4393 5.4832
87 H 15.8489 10.7194 5.8747
88 H 17.1432 11.5999 6.8047
89 H 12.3598 14.8979 5.5885
90 H 10.9672 15.6149 6.4666
91 H 11.1619 13.8260 6.4828
92 H 13.8997 16.2007 6.6372
93 H 14.3345 16.1330 8.3806
94 H 12.9396 17.1272 7.8092
95 H 10.7054 14.3696 8.8654
96 H 11.1627 16.0853 9.0331
97 H 12.0600 14.8312 9.9372
98 H 11.1190 8.4681 12.3671
99 H 11.5493 6.7727 12.1685
100 H 9.8184 7.2656 12.2912
101 H 9.7164 9.6144 10.3302
102 H 8.6392 8.2052 10.2690
103 H 9.5367 8.7049 8.7766
104 H 11.1851 5.5149 10.1414
105 H 10.4338 6.2204 8.6383
106 H 9.4472 5.9176 10.1076

Force components x, y, z for each atom (eV/Å):
Pm 0.7 0.0 -0.3
C -0.8 0.2 1.0
N 0.8 0.8 -0.6
C -1.2 1.0 -0.1
C 0.4 0.2 -1.2
N -1.1 0.9 1.6
C 1.8 -2.3 -0.8
P -1.7 0.4 1.3
C 2.2 -0.6 -1.4
N -1.1 1.3 1.7
C 0.5 -1.6 -1.7
C -1.5 0.3 1.3
N 1.0 0.6 -0.4
C -1.7 -0.1 0.5
C 1.4 -0.5 -2.2
N -2.0 0.5 1.0
C 1.6 -0.2 0.2
C -0.9 0.4 1.0
N 0.8 -0.1 -0.6
C -0.4 0.6 0.9
H -0.1 0.2 -0.6
H 0.6 0.3 0.1
H -0.2 -0.5 -0.2
H 0.0 0.1 -0.2
H 0.3 -0.3 -0.2
H -0.4 -0.1 0.2
H -0.2 -0.9 -0.2
H 0.2 -0.1 -0.3
H 0.2 0.2 -0.6
H 0.7 -0.1 0.5
H 0.0 0.0 0.0
H 0.6 0.0 0.4
H 0.4 -0.1 0.2
H -0.2 -0.8 -0.5
H 0.1 0.3 -0.3
C 0.7 0.5 -0.1
C -1.0 -0.1 0.0
C 0.3 0.2 0.4
C -0.4 0.8 -0.5
N 0.8 -0.6 -0.3
N -0.4 -0.1 0.5
B 0.1 0.4 0.0
N -0.8 0.0 0.5
N 0.4 0.0 0.0
C -0.2 0.2 -0.9
C 0.0 -0.3 -0.5
C -0.5 0.4 1.8
C -0.1 -0.4 -0.7
C 0.8 0.2 -1.0
C -0.7 0.3 0.7
C -0.3 -0.5 -0.3
C -0.3 -0.2 0.0
N -0.4 -0.2 0.7
N 0.8 -0.7 -0.5
C 0.0 -0.8 0.7
C 1.1 -0.3 -1.1
C -1.4 0.9 0.0
C 0.0 0.0 0.1
C 0.7 0.3 -0.1
C -0.3 -0.6 -0.5
C -0.3 0.1 0.4
C -0.3 0.3 -0.6
C -0.1 -0.2 -0.3
C -0.3 -0.9 1.0
C 0.3 0.0 -0.2
C 0.0 -0.2 -0.1
H 0.3 0.9 0.0
H -0.5 0.0 -0.4
H 0.0 -0.5 0.8
H 0.3 -0.1 -0.1
H -0.2 0.2 -0.1
H -0.1 0.1 -0.2
H -0.4 0.0 -0.8
H 0.0 -0.6 0.9
H 0.2 0.9 0.1
H 0.3 0.0 0.0
H 0.0 -0.3 -0.7
H 0.3 0.1 0.1
H 0.2 -0.6 0.4
H -1.0 0.3 0.0
H 0.1 -0.6 -0.5
H 0.6 0.9 0.0
H 0.1 -0.2 -0.3
H -0.5 -0.1 0.1
H 0.2 -0.1 0.2
H -0.1 -0.7 0.5
H 0.3 0.7 0.3
H -0.5 -0.1 -0.2
H -0.7 -0.2 1.0
H 0.3 -0.2 0.0
H 0.5 0.9 -0.1
H -0.1 -0.1 0.5
H -0.5 0.0 -0.4
H 0.3 -0.8 0.0
H 0.4 0.2 0.2
H 0.2 -0.6 0.0
H 0.0 0.0 0.3
H -0.1 0.2 -0.3
H -0.6 0.6 -0.4
H 0.9 0.2 -0.6
H 0.0 -0.2 -0.2
H 0.4 0.1 -0.2
H 0.0 -0.1 0.9
H -0.4 0.5 -0.4
H 0.0 0.1 1.0
H 0.7 0.4 -0.2

Mulliken population analysis, charges in e, atoms 1 to 8: Pm 1.24; C -0.78; N 0.12; C -0.17; C -1.53; N 1.01; C -0.54; P -0.54

=====

# 5
Entry from OMol25: a structure of composition C3H2Br3NO (ωB97M-V with the def2-TZVPD basis set).

Calculated values
HOMO energy   -10.179 eV
Total charge   0
Gap between HOMO and LUMO   9.173 eV
DFT total energy   -7967.47906 hartree
Molecular weight   307.77 g/mol

Element x y z (Å)
1 C 0.5336 -0.4356 1.0825
2 C 0.1709 -0.7845 -0.8330
3 C 1.2373 -0.0867 -0.2322
4 N -0.2638 -1.2899 0.3152
5 O 0.6289 -0.0791 2.1976
6 Br -2.9648 1.2027 -0.3587
7 Br 2.9558 -0.9179 -0.4721
8 Br 1.4182 1.8421 -0.6657
9 H -0.1056 -0.8637 -1.8717
10 H -3.6105 1.4127 0.8382

Force components x, y, z for each atom (eV/Å):
C 1.7 0.6 -0.9
C -1.3 -1.5 1.9
C 3.4 3.7 0.2
N -2.8 -1.3 -1.9
O -0.5 -0.2 0.5
Br 0.6 -0.1 -1.1
Br 0.1 -0.2 0.0
Br -0.2 -0.5 0.1
H -0.4 -0.5 0.1
H -0.6 0.2 1.1

natural (NBO) population analysis, charges in e, atoms 1 to 8: C 0.64; C 0.12; C -0.30; N -0.39; O -0.46; Br -0.20; Br 0.11; Br 0.03